(1)
Computed, not measured: a molecular structure, C41H35N7OV at a distorted geometry, with ωB97M-V/def2-TZVPD.

```
! wB97M-V def2-TZVPD RIJCOSX def2/J DEFGRID3
* xyz 1 3
V -1.7692 0.1017 -1.1813
O 7.8420 0.3425 7.6484
N 2.3296 0.2677 4.2269
N -4.5522 -0.3884 -0.9748
N -3.3564 -0.9268 -1.1472
N 0.4568 0.2514 -0.9282
N -1.3912 0.1920 0.9680
N -3.1927 1.5225 -0.9006
N 3.8643 0.2759 2.6183
C -1.5645 0.7375 -2.9630
C -5.5711 1.7788 -0.7190
C -2.9781 -5.1111 -1.2909
C 5.4536 0.2974 7.2449
C 2.2588 0.2541 0.6770
C 7.5918 0.3209 9.0486
C -2.2396 0.6000 -4.3193
C -1.1016 0.2686 -5.2885
C 4.4392 0.2831 6.2957
C -5.4195 3.1359 -0.5763
C 7.0718 0.3444 5.4535
C -2.3624 0.1657 1.8662
C -4.4316 0.9863 -0.8765
C 2.7293 0.2331 -1.6673
C -0.8108 0.2135 3.6792
C 3.1877 0.2459 -0.3781
C -2.1076 0.1770 3.2413
C 0.9089 0.2461 0.3533
C 1.0555 -0.3941 -6.9598
C 0.3268 0.7629 -7.1788
C -3.0594 2.8536 -0.7489
C -4.1363 3.6893 -0.5834
C 4.7200 0.2989 4.9391
C 0.7052 -1.2311 -5.9048
C -3.2881 -2.3543 -1.1924
C 2.6086 0.2650 2.0707
C 3.6650 0.2824 3.9182
C -3.2935 -0.5110 -4.3621
C -4.4040 -3.1692 -1.0945
C 6.0552 0.3301 4.5280
C -2.0230 -2.9126 -1.3430
C -1.8649 -4.2872 -1.3912
C 0.2383 0.2368 2.7457
C -2.9250 1.9314 -4.6361
C 1.6390 0.2611 3.0361
C -0.3608 -0.9000 -5.0843
C 6.7781 0.3279 6.8189
C -0.7420 1.0918 -6.3486
C 1.3483 0.2408 -1.9075
C -4.2384 -4.5461 -1.1440
C -0.1055 0.2271 1.3920
H -2.0483 3.2387 -0.7826
H -2.8614 -6.1857 -1.3308
H -3.4154 1.9068 -5.6125
H -5.3816 -2.7215 -0.9873
H 5.2020 0.2829 8.2940
H -2.9358 0.1518 3.9350
H -4.1376 -0.2686 -3.7133
H -3.9789 4.7520 -0.4692
H 8.1092 0.3676 5.1478
H -3.3750 0.1246 1.4852
H 1.2586 -2.1456 -5.7290
H -2.2215 2.7666 -4.6281
H -0.8773 -4.7120 -1.5116
H 0.9530 0.2402 -2.9157
H 3.4171 0.2573 6.6570
H 7.0236 1.2006 9.3563
H 6.2799 0.3431 3.4699
H -0.5991 0.2200 4.7418
H 1.8842 -0.6492 -7.6075
H -1.1331 -2.2911 -1.4512
H 4.2458 0.2460 -0.1485
H -3.6710 -0.6293 -5.3801
H -0.6317 -1.5638 -4.2700
H -6.5387 1.2968 -0.7161
H -2.8909 -1.4730 -4.0408
H 1.9440 0.2717 5.1535
H -0.8359 1.5633 -3.0187
H 7.0573 -0.5866 9.3353
H -5.1075 -5.1867 -1.0698
H 0.5854 1.4177 -8.0015
H 8.5654 0.3337 9.5262
H -6.2884 3.7700 -0.4583
H -3.6953 2.1284 -3.8870
H -1.2934 2.0024 -6.5428
H 3.4080 0.2217 -2.5087
*
```

- Kohn-Sham gap (alpha / beta): 6.50 / 6.19 eV
- HOMO level (alpha / beta): -9.772 / -9.846 eV
- Electronic energy: -2985.75309 hartree
- E_LUMO (alpha / beta): -3.27 / -3.65 eV

=====

(2)
Computed, not measured: a molecular structure, C41H36IrN3O3Sb2 at a distorted geometry, with ωB97M-V/def2-TZVPD.

```
! wB97M-V def2-TZVPD RIJCOSX def2/J DEFGRID3
* xyz 3 6
Ir -20.6503 3.9935 3.4926
Sb -20.3033 6.3019 2.1344
Sb -19.8023 2.7710 1.4868
O -22.7480 3.6774 3.2051
O -24.9910 3.9997 6.6705
O -17.6590 3.4515 3.8785
N -21.4946 4.6159 5.2187
N -22.8447 4.4291 5.3557
N -18.4938 4.6280 5.4986
C -24.8088 3.5137 4.3512
C -26.9240 3.3405 5.5736
C -15.5986 7.3121 2.6470
C -20.3119 0.7090 1.6991
C -16.7751 5.5999 6.8153
C -23.4147 3.9222 4.2883
C -27.5637 2.8553 4.4581
C -15.5087 2.6487 1.0127
C -18.7874 3.9821 4.2691
C -22.8181 7.3584 3.4531
C -16.8883 2.6507 0.7211
C -20.6282 6.0596 0.0629
C -17.8680 7.5275 3.5030
C -15.1325 2.2723 2.3364
C -21.6209 7.8299 2.8656
C -21.3141 9.1812 2.9154
C -16.5021 7.7829 3.5919
C -16.0723 6.5637 1.5817
C -25.4052 2.8743 3.2949
C -20.7723 -2.1917 2.0699
C -15.9935 1.9205 3.2709
C -22.1773 10.0958 3.5314
C -17.4657 2.2297 3.0974
C -26.7404 2.5222 3.3613
C -19.4341 5.3915 6.1411
C -20.1471 3.5674 -0.4590
C -19.5513 -0.2848 1.0885
C -17.4172 6.3764 1.4300
C -25.5536 3.6554 5.5523
C -23.3280 9.6393 4.1495
C -21.2086 0.2323 2.6207
C -18.9982 6.2912 7.0778
C -21.1442 4.7301 -0.3489
C -17.8147 2.4764 1.6717
C -19.7703 -1.7463 1.2512
C -17.1554 4.8192 5.8320
C -23.6251 8.2472 4.1513
C -18.3207 6.8466 2.3833
C -21.4424 -1.2178 2.8031
C -17.6751 6.4804 7.4095
C -20.8389 5.2929 6.0642
H -21.8578 11.1313 3.5886
H -16.4969 4.1504 5.3376
H -15.7067 5.5832 7.0053
H -19.8308 6.7869 7.5715
H -14.8075 2.8261 0.2083
H -21.9923 4.4259 0.2928
H -27.4501 3.5487 6.4978
H -17.2897 7.2267 8.1379
H -14.0749 2.1675 2.4374
H -21.8047 0.9772 3.1141
H -24.0054 4.1561 6.4012
H -20.9043 -3.2461 2.2429
H -24.5618 7.9318 4.5979
H -17.7758 5.8739 0.5242
H -18.1470 1.5678 3.5948
H -20.5794 2.8465 -1.1485
H -23.9916 10.3123 4.6693
H -22.9973 6.3143 3.3830
H -18.5481 7.8808 4.2411
H -28.6445 2.5985 4.4994
H -27.2332 1.9947 2.5570
H -18.7435 0.0506 0.4235
H -17.2060 2.7940 -0.3151
H -21.2952 5.7577 6.9155
H -19.1602 3.8383 -0.8207
H -21.4212 6.8150 -0.0638
H -15.3717 6.1277 0.8751
H -14.5758 7.4550 2.7738
H -22.1147 -1.6087 3.5397
H -16.1035 8.3465 4.4392
H -19.7606 6.3617 -0.5207
H -24.8194 2.6678 2.4215
H -21.5999 4.8073 -1.3239
H -15.6975 1.4149 4.1434
H -19.1365 -2.4060 0.7188
H -20.3879 9.5663 2.4799
*
```

- Kohn-Sham gap (alpha / beta): 6.03 / 4.31 eV
- HOMO level (alpha / beta): -14.367 / -15.530 eV
- Electronic energy: -2557.56782 hartree
- Energy above the lowest of the compared OMol25 structures with the same formula, charge and spin: 263.0 kJ/mol
- E_LUMO (alpha / beta): -8.33 / -11.22 eV

=====

(3)
Computed, not measured: a molecular structure, C41H37BF3N11O4RuS, with ωB97M-V/def2-TZVPD.

```
! wB97M-V def2-TZVPD RIJCOSX def2/J DEFGRID3
* xyz 1 2
Ru -0.2070 0.5936 -0.4195
S -3.2994 -6.1607 2.5857
F 0.7157 1.7426 -2.7013
F 1.9873 2.5650 -1.1495
F 0.0133 3.3326 -1.3974
O 2.3908 -0.7934 -1.2888
O 2.7206 0.5081 0.5734
O 0.6380 5.5089 3.7833
O 4.0512 6.0604 1.5648
N -1.6373 -1.3030 -0.6149
N -2.1955 1.6814 -1.0951
N -0.1153 1.5535 1.3649
N -4.1441 2.6130 -1.4943
N -1.9186 -5.4475 3.0060
N -6.3091 1.7022 -1.1129
N 2.2881 4.9073 2.3647
N 0.3231 -1.5054 1.2543
N -6.7310 1.3784 0.1365
N -3.7406 -5.2154 1.3597
N -7.2335 0.2095 0.1314
C -1.7584 -4.4206 2.1829
C 1.3117 -1.6102 2.1306
C -3.6291 2.1586 0.9082
C -0.8176 1.5538 3.6605
C -6.3033 0.4360 -3.3236
C 6.7464 -3.3075 -2.5722
C -7.3046 -1.7668 -2.9953
C 0.4048 -3.5880 3.1089
C 5.1286 -0.0701 0.8612
C -7.5434 -1.5370 -1.6618
C -2.7820 -3.2255 0.2545
C 0.5107 2.7225 1.5963
C 3.7061 -0.9097 -0.8763
C 7.7251 -3.3251 -0.2895
C 2.9862 6.1708 2.4767
C 3.9005 -0.1256 0.2407
C 6.1458 -0.8348 0.2999
C -2.5632 -1.2369 -1.5688
C -2.3210 1.9084 -2.4559
C 5.9623 -1.6333 -0.8355
C -0.2071 2.7745 3.8762
C 0.4839 3.3548 2.8245
C 1.1421 4.6919 3.0345
C 1.3995 -2.6413 3.0672
C -1.7282 -2.3072 0.2775
C -5.5548 2.9083 -1.3207
C -3.5175 2.4773 -2.7156
C 4.7027 -1.6732 -1.4395
C -0.6515 -3.4842 2.1996
C -3.7668 -3.1082 -0.7278
C 8.2289 -1.4451 -1.8661
C 0.7157 2.1656 -1.3895
C -0.6469 -2.4327 1.2797
C -3.6433 -2.1093 -1.6643
C 7.1476 -2.4247 -1.3907
C -0.7521 0.9863 2.4035
C -6.6949 -0.7886 -3.8133
C -3.3015 2.1339 -0.5406
C -7.1474 -0.2965 -1.1506
C -2.8005 -4.2882 1.2411
C -6.5485 0.6605 -1.9639
B 1.7984 0.0847 -0.4003
H -5.7212 3.5519 -0.4606
H 5.9904 -4.0442 -2.2925
H -4.5912 -3.8088 -0.7356
H 9.1016 -1.9931 -2.2261
H -5.8441 1.1755 -3.9640
H -0.2554 3.2812 4.8308
H 1.0543 3.1561 0.7751
H -1.2459 0.0460 2.1990
H -4.6818 1.9527 1.0935
H 5.2991 0.5453 1.7342
H 6.3633 -2.7198 -3.4083
H 2.0611 -0.8305 2.0931
H -5.8981 3.4142 -2.2217
H 7.8581 -0.8209 -2.6809
H 6.9518 -3.9636 0.1411
H 8.1706 -2.7430 0.5176
H 7.6216 -3.8509 -2.9303
H 2.7385 4.1857 1.8244
H 8.5547 -0.7867 -1.0602
H 4.5643 6.8736 1.5742
H -3.0404 1.4114 1.4268
H 7.1228 -0.7993 0.7631
H -2.4566 -0.4410 -2.2911
H -3.3900 3.1365 1.3340
H -7.5990 -2.7074 -3.4403
H 2.2993 6.9833 2.2249
H 3.3394 6.3134 3.5030
H 8.5057 -3.9668 -0.7018
H 4.4973 -2.2702 -2.3149
H -3.9762 2.8015 -3.6326
H 2.2432 -2.6723 3.7418
H -6.5401 -1.0085 -4.8614
H -8.0195 -2.2718 -1.0277
H -1.5291 1.6781 -3.1470
H 0.4125 -4.4034 3.8196
H -4.3653 -1.9745 -2.4584
H -1.3554 1.0418 4.4457
*
```

- Kohn-Sham gap (alpha / beta): 7.20 / 7.12 eV
- HOMO level (alpha / beta): -10.376 / -10.398 eV
- Electronic energy: -3305.34233 hartree
- Energy above the lowest of the compared OMol25 structures with the same formula, charge and spin: 185.5 kJ/mol
- E_LUMO (alpha / beta): -3.18 / -3.28 eV

=====

(4)
Computed, not measured: 7 unconnected molecules or ions with the total composition C41H37BN3O26 at a distorted geometry, with ωB97M-V/def2-TZVPD.

```
! wB97M-V def2-TZVPD RIJCOSX def2/J DEFGRID3
* xyz 1 1
O -4.2058 3.2025 -3.1088
O 1.5291 6.2406 9.9933
O 2.6790 3.9631 10.6294
O 5.6344 3.3630 3.0070
O -2.2035 -5.7920 -3.1519
O -0.2405 -0.0250 -1.1743
O 2.0585 -4.8324 -1.4385
O 0.4050 -11.5380 -5.2727
O 0.8736 -3.9947 0.7464
O -3.4347 -10.3651 -7.7090
O 7.9652 6.5090 -0.5392
O 3.3587 2.8388 6.1150
O -6.1452 5.2965 -7.2108
O 0.6423 0.6745 2.1609
O 8.2585 3.3870 2.9541
O -0.1158 -9.5161 -3.6904
O 2.2705 5.1288 5.4957
O -9.2284 1.1740 -6.0437
O 5.3522 6.5413 -0.4264
O -0.0531 -1.4869 2.8914
O -10.3629 3.2307 -7.2088
O -5.0029 3.2237 -6.1187
O -1.0091 2.0489 0.1307
O -3.4707 1.0344 -4.4218
O -3.3848 -4.8983 -0.9937
O -3.9127 -8.3062 -6.1699
N 4.0332 -0.1483 4.6607
N 3.4601 0.8452 2.5897
N 1.9382 -0.4368 3.9025
C -0.6654 -10.8115 -5.5520
C 5.9802 5.7475 0.4109
C 5.3486 4.9594 1.2982
C 3.1396 0.1182 3.6531
C -2.6321 -10.2091 -6.8099
C 2.2491 -1.6143 4.7246
C -9.0659 3.3093 -6.9694
C -1.4492 -5.3784 -2.2953
C -1.2129 0.6914 -1.7279
C -2.0394 -8.7946 -4.8451
C -2.0704 -4.8585 -1.0213
C -2.6566 2.7558 -1.4159
C -1.8003 0.3866 -2.8897
C -2.8556 -9.0443 -5.8788
C -1.6155 1.8925 -0.9187
C -3.2513 2.4623 -2.5860
C 3.3296 -1.0247 5.6230
C 1.8309 5.8091 7.7117
C 8.2615 4.9505 1.2089
C 2.5927 4.1824 9.4413
C -7.0498 2.0772 -6.0237
C -0.9035 -9.6607 -4.6090
C -8.3208 4.3795 -7.2824
C 1.9518 5.4758 9.0069
C -1.4820 -11.0653 -6.5834
C 0.5898 2.7330 3.4768
C -6.3118 3.1463 -6.3405
C 6.1244 4.1222 2.1781
C -1.3233 -4.3961 -0.0054
C 3.0729 3.2665 8.4122
C 2.9437 3.6059 7.1286
C 7.6265 4.1715 2.0932
C 2.3213 4.9072 6.6934
C 7.4868 5.7812 0.3037
C 0.1136 -4.3902 -0.1298
C 0.7352 -4.8893 -1.4066
C -6.9032 4.3733 -6.9812
C -0.2229 1.5967 2.9018
C -2.8649 1.2423 -3.3933
C -0.0041 -5.3530 -2.4216
C -8.4763 2.0903 -6.3068
B 0.8061 -0.4365 2.9248
H 9.3389 4.9910 1.1373
H 3.3359 0.5319 1.6476
H -6.6304 1.1925 -5.5645
H 1.3673 3.0100 2.7725
H -1.7591 -4.0237 0.9111
H -3.6717 -5.2789 -1.8470
H 2.8409 -0.3864 6.3570
H -0.0579 3.5862 3.6379
H 1.7401 5.7751 10.8246
H 1.4022 -2.0817 5.2023
H 3.8886 1.7514 2.7173
H -2.9254 3.6225 -0.8290
H -10.6517 2.3575 -6.8829
H 4.2712 4.9302 1.3823
H -8.7344 5.2586 -7.7552
H 3.1362 3.3510 5.3098
H -4.3194 -8.7146 -6.9582
H 0.4316 -5.7176 -3.3408
H -1.5230 -0.4766 -3.4779
H 2.3392 -4.4724 -0.5790
H 3.5233 2.3377 8.7335
H 1.3763 6.7352 7.3905
H 4.3283 0.7213 5.1010
H 3.9751 -1.7585 6.0777
H 0.2258 -2.2095 2.3168
H -4.7291 4.1038 -6.4457
H -2.1925 -7.9616 -4.1742
H -1.3216 -11.8890 -7.2642
H 0.8057 -11.1379 -4.4785
H -1.0036 1.9261 2.2297
H -0.0267 0.4261 -0.3315
H 7.5722 2.9361 3.4760
H 1.0671 2.4437 4.4086
H -0.7133 1.0530 3.7141
H 6.0411 6.9937 -0.9530
H -4.4604 2.7913 -3.9618
H 2.6976 -2.3868 4.1001
*
```

- Kohn-Sham gap: 7.05 eV
- HOMO level: -10.710 eV
- Electronic energy: -3729.80298 hartree
- E_LUMO: -3.66 eV

=====

(5)
Computed, not measured: a molecular structure, C41H37Br3F3IO5P at a distorted geometry, with ωB97M-V/def2-TZVPD.

```
! wB97M-V def2-TZVPD RIJCOSX def2/J DEFGRID3
* xyz -1 1
I -7.4234 -0.2262 0.3348
Br 0.8022 0.2783 0.2194
Br -3.6622 -2.8454 -1.1724
Br -0.1580 -1.5754 -2.2041
P -3.5123 -0.5747 -1.9464
F -5.6110 1.2749 -5.8706
F -4.9867 -2.7973 -4.0789
F -6.4777 2.5765 -2.2214
O -5.1956 -1.6059 1.4553
O 1.9619 3.8440 3.8976
O 5.8647 6.6885 1.5975
O 3.0657 -3.8319 -0.7474
O 3.1719 -7.1697 3.4331
C -0.5437 -5.7691 2.1143
C 0.6636 -6.2745 2.5694
C 4.3021 7.9743 3.5234
C -5.3003 -0.8287 0.5747
C 1.8226 -5.0050 0.8756
C 6.7764 -6.2570 1.5341
C 4.1030 6.6483 3.1567
C 0.6086 -4.4923 0.4322
C 4.9978 6.0314 2.1396
C 2.4232 7.8395 5.0200
C -3.2856 1.2385 -2.5561
C -5.1920 0.0991 -5.2354
C -3.7201 -2.3714 -4.4590
C 4.3928 -6.0542 1.7600
C -4.1434 -0.1391 -0.1480
C 6.7423 -5.4257 0.4186
C 3.0686 5.9133 3.7378
C -4.0883 2.4577 -2.1107
C 3.6603 2.4956 2.1268
C -5.3538 -0.4706 -2.5322
C -1.6004 -0.5051 -1.3432
C -0.5713 -4.8732 1.0504
C 5.6545 3.9907 0.8890
C 5.5083 2.6455 0.5938
C 2.2243 6.5164 4.6626
C 1.8515 -5.8923 1.9569
C 3.1374 -6.4321 2.4669
C 3.7989 3.8462 2.4242
C 5.6052 -6.5712 2.2027
C -2.9181 -1.3846 -3.5900
C 3.4674 8.5664 4.4564
C 5.5389 -4.8964 -0.0170
C 2.8644 4.4786 3.3929
C -1.7908 1.3568 0.3853
C -1.0662 0.2844 -0.3791
C 4.8072 4.5945 1.8104
C -5.3128 2.9272 -2.9029
C 3.0772 -4.6112 0.1826
C -5.9162 -0.1400 -3.9149
C 4.5161 1.8959 1.2172
C 4.3614 -5.2037 0.6545
H 6.4276 4.5736 0.4080
H -2.2251 1.5124 -2.5394
H -2.5579 1.9246 -0.1308
H 7.7188 -6.6633 1.8782
H -5.3643 2.5616 -3.9278
H -3.4084 1.1679 -3.6452
H -1.5143 -4.4716 0.6997
H -5.4044 -0.6871 -5.9642
H -5.7658 -1.4217 -2.1925
H -5.3488 4.0184 -2.9543
H -2.3360 -0.6978 -4.2087
H -5.7819 0.2635 -1.8435
H 1.7666 8.3064 5.7425
H -6.6408 -0.9256 -4.1633
H 5.5092 -4.2459 -0.8803
H -4.1003 0.1319 -5.2138
H -2.2507 0.9281 1.2819
H 5.1109 8.5381 3.0797
H -6.6212 0.7008 -3.8497
H 5.6276 -7.2206 3.0669
H -2.2412 -2.1252 -3.1786
H 7.6571 -5.1900 -0.1097
H -3.1791 -3.2947 -4.6939
H 1.4165 5.9477 5.1020
H 3.6278 9.5970 4.7451
H 0.6858 -6.9677 3.3989
H -1.0792 2.0923 0.7658
H 2.8863 1.9125 2.6070
H 6.1705 2.1766 -0.1222
H -1.4675 -6.0708 2.5904
H 4.4085 0.8433 0.9898
H -4.3127 0.9186 0.0545
H -3.8308 -1.9454 -5.4698
H -3.4206 3.3305 -2.1995
H -4.4028 2.5548 -1.0658
H -3.3455 -0.5135 0.4993
H 0.5759 -3.7982 -0.3937
*
```

- Kohn-Sham gap: 5.95 eV
- HOMO level: -5.602 eV
- Electronic energy: -10621.41557 hartree
- E_LUMO: 0.35 eV

=====

Among the records above, which one has the highest electronic energy? C41H36IrN3O3Sb2